## one
Here is an isolated molecule of C3H11N3O2 from the Open Molecules 2025 dataset. Energies are from ωB97M-V/def2-TZVPD.

charge = 0
highest occupied orbital energy = -8.401 eV
molecular weight = 121.14 Da
SMILES = CNC(O)(O)N(C)N

Bonds (Å) are listed after each position.
CARTESIAN COORDINATES (ANGSTROEM)
1 C 1.691 0.658 0.702  N3 1.445, H5 1.094, H6 1.091, H7 1.094
2 C -1.562 0.737 0.720  H8 1.090, H9 1.090, H10 1.092, N15 1.659
3 N 0.799 0.874 -0.413  C1 1.445, H4 1.010, C11 1.444
4 H 0.450 1.799 -0.622  N3 1.010
5 H 2.479 -0.061 0.459  C1 1.094
6 H 1.166 0.277 1.580  C1 1.091
7 H 2.166 1.601 0.987  C1 1.094
8 H -0.952 1.477 1.239  C2 1.090
9 H -2.220 1.220 -0.003  C2 1.090
10 H -2.150 0.285 1.522  C2 1.092
11 C 0.021 -0.214 -0.958  N3 1.444, O13 1.404, O14 1.397, N15 1.442
12 N -0.737 -1.681 0.853  N15 1.448, H18 1.024, H19 1.019
13 O 0.922 -1.253 -1.239  C11 1.404, H16 0.966
14 O -0.560 0.259 -2.137  C11 1.397, H17 0.970
15 N -1.049 -0.622 -0.084  C2 1.659, C11 1.442, N12 1.448
16 H 1.389 -0.965 -2.035  O13 0.966
17 H -1.377 -0.264 -2.165  O14 0.970
18 H -0.658 -2.548 0.314  N12 1.024
19 H 0.183 -1.580 1.281  N12 1.019

---

## two
Here is an isolated molecule of C3H11N3O2 from the Open Molecules 2025 dataset. Energies are from ωB97M-V/def2-TZVPD.

charge = 0
highest occupied orbital energy = -9.112 eV
molecular weight = 121.14 Da
SMILES = CC(O)(O)C(N)(N)N

Bonds (Å) are listed after each position.
CARTESIAN COORDINATES (ANGSTROEM)
1 C -0.409 -0.154 0.559  N2 1.436, N3 1.471, N4 1.444, C13 1.659
2 N -1.529 -0.912 0.076  C1 1.436, H6 1.012, H7 1.012
3 N 0.250 -0.858 1.670  C1 1.471, H8 1.015, H10 1.016
4 N -0.865 1.177 0.879  C1 1.444, H9 1.014, H11 1.012
5 H 1.018 -1.600 -0.074  O15 1.020
6 H -1.238 -1.841 -0.201  N2 1.012
7 H -2.285 -0.947 0.748  N2 1.012
8 H 1.114 -0.386 1.914  N3 1.015
9 H -1.471 1.178 1.692  N4 1.014
10 H -0.358 -0.923 2.481  N3 1.016
11 H -0.075 1.790 1.037  N4 1.012
12 C 0.051 0.667 -1.866  C13 1.518, H17 1.085, H18 1.089, H19 1.084
13 C 0.704 0.017 -0.659  C1 1.659, C12 1.518, O14 1.405, O15 1.382
14 O 1.713 0.835 -0.123  C13 1.405, H16 0.965
15 O 1.187 -1.229 -1.009  H5 1.020, C13 1.382
16 H 2.499 0.733 -0.673  O14 0.965
17 H -0.249 1.680 -1.619  C12 1.085
18 H 0.766 0.683 -2.687  C12 1.089
19 H -0.823 0.089 -2.145  C12 1.084

---

Stability, descending: two, one